## 1
ORCA calculation (ωB97M-V with the def2-TZVPD basis set) on an isolated molecule of C4H5P.

Atoms and positions in Å:
C1 1.45 1.61 0.64
P1 1.78 0.53 -0.58
C2 0.00 -0.31 -0.55
C3 -0.78 -1.14 -1.18
C4 -1.07 -0.99 0.27
H1 2.33 2.23 1.08
H2 0.42 1.86 0.95
H3 -1.19 -1.50 -2.01
H4 -1.98 -0.45 0.56
H5 -0.97 -1.83 0.82

Results
- Lowest unoccupied orbital energy: -0.008 eV
- SMILES: C=PC1=CC1
- E_HOMO: -9.02 eV

***

## 2
ORCA calculation (ωB97M-V with the def2-TZVPD basis set) on a cluster of 2 separate species, C4H5P in total.

Atoms and positions in Å:
C1 -1.37 1.57 0.12
C2 -0.31 0.83 0.05
C3 2.23 -1.15 0.04
C4 -1.57 0.06 -0.12
P1 2.33 0.50 -0.01
H1 -1.89 2.48 0.23
H2 3.11 -1.79 0.04
H3 1.29 -1.67 0.09
H4 -1.95 -0.56 0.68
H5 -1.87 -0.28 -1.11

Results
- Lowest unoccupied orbital energy: -0.562 eV
- E_HOMO: -8.57 eV

***

## 3
ORCA calculation (ωB97M-V with the def2-TZVPD basis set) on an isolated molecule of C4H5P.

Atoms and positions in Å:
C1 0.39 -1.10 -0.14
C2 0.46 -0.11 0.86
C3 -0.09 1.17 0.43
P1 -0.62 1.07 -1.27
C4 -0.25 -0.72 -1.31
H1 0.90 -2.09 -0.10
H2 0.33 -0.20 1.98
H3 -1.13 1.18 0.86
H4 0.37 1.96 0.96
H5 -0.35 -1.15 -2.26

Results
- Lowest unoccupied orbital energy: -0.138 eV
- SMILES: C1=CCP=C1
- E_HOMO: -7.99 eV

***

## 4
ORCA calculation (ωB97M-V with the def2-TZVPD basis set) on an isolated molecule of C4H5P.

Atoms and positions in Å:
C1 0.81 0.69 0.21
C2 -0.40 0.53 -0.34
C3 -0.79 -0.87 -0.33
P1 0.43 -1.91 0.68
C4 1.30 -0.49 0.79
H1 1.54 1.46 0.19
H2 -0.70 1.27 -1.00
H3 -1.73 -1.15 0.29
H4 -1.02 -1.14 -1.43
H5 2.13 -0.34 1.60

Results
- Lowest unoccupied orbital energy: 0.248 eV
- SMILES: C1=CCP=C1
- E_HOMO: -8.51 eV

***

Q: Which of them is the least stable? A: 2.

***

## 1
ORCA calculation (ωB97M-V with the def2-TZVPD basis set) on an isolated molecule of C6H12OS.

Atoms and positions in Å:
C1 -0.19 1.73 0.91
C2 -0.65 -1.79 0.33
C3 0.55 -1.87 -0.71
C4 -1.32 -0.45 0.04
C5 1.33 -0.62 -0.45
C6 0.12 3.22 0.62
O1 0.06 -1.66 -1.96
S1 0.03 0.77 -0.42
H1 0.06 1.32 1.92
H2 -1.39 -2.56 0.37
H3 -0.18 -1.59 1.35
H4 1.23 -2.82 -0.75
H5 -0.31 -2.57 -2.22
H6 -2.00 -0.60 -0.82
H7 -1.78 0.01 0.94
H8 1.86 -0.64 0.45
H9 1.85 -0.34 -1.29
H10 0.26 3.25 -0.46
H11 -0.67 3.80 0.89
H12 1.15 3.41 1.24

Results
- Lowest unoccupied orbital energy: 0.592 eV
- E_HOMO: -6.66 eV

***

## 2
ORCA calculation (ωB97M-V with the def2-TZVPD basis set) on a cluster of 2 separate species, C6H12OS in total.

Atoms and positions in Å:
C1 2.54 1.44 -0.52
C2 2.20 0.00 -0.32
C3 1.50 -0.72 -1.18
O1 1.19 -2.04 -1.06
H1 2.52 1.98 0.42
H2 3.54 1.54 -0.94
H3 1.84 1.91 -1.22
H4 2.59 -0.45 0.58
H5 1.10 -0.30 -2.09
H6 1.58 -2.38 -0.24
C4 -2.75 -1.52 -0.33
C5 -2.31 -0.31 -0.02
C6 -1.94 0.10 1.37
S1 -2.17 0.91 -1.31
H7 -2.86 -2.28 0.43
H8 -3.02 -1.78 -1.33
H9 -1.18 -0.56 1.77
H10 -2.82 0.03 2.02
H11 -1.57 1.12 1.42
H12 -1.51 1.82 -0.59

Results
- Lowest unoccupied orbital energy: 0.790 eV
- SMILES: C/C=C/O.C=C(C)S
- E_HOMO: -8.39 eV

***

Q: Which of them is the least stable? A: 1.

***

## 1
ORCA calculation (ωB97M-V with the def2-TZVPD basis set) on a cluster of 2 separate species, C4H12NO in total.

Atoms and positions in Å:
C1 1.38 -0.95 0.07
N1 0.03 -0.85 0.85
C2 -0.98 -0.77 -0.41
C3 -0.27 0.25 -1.24
C4 1.25 -0.12 -1.15
H1 2.26 -0.77 0.85
H2 1.68 -2.02 -0.29
H3 -0.14 0.01 1.34
H4 -0.32 -1.66 1.45
H5 -2.01 -0.60 0.01
H6 -1.06 -1.67 -0.87
H7 -0.71 0.16 -2.29
H8 -0.30 1.29 -0.90
H9 1.98 0.81 -1.26
H10 1.52 -0.65 -2.12
H11 -2.29 2.51 2.16
H12 -0.67 2.68 2.13
O1 -1.37 2.35 1.66

Results
- Lowest unoccupied orbital energy: -3.240 eV
- Charge: +1
- E_HOMO: -15.31 eV

***

## 2
ORCA calculation (ωB97M-V with the def2-TZVPD basis set) on the ion C4H12NO with charge +1.

Atoms and positions in Å:
C1 -1.71 0.41 1.36
C2 -0.26 0.78 1.15
N1 0.57 -0.41 0.66
C3 0.20 -1.04 -0.65
C4 0.58 -0.09 -1.77
O1 1.92 0.30 -1.46
H1 -2.22 1.27 1.77
H2 -1.83 -0.38 2.10
H3 -2.16 0.24 0.38
H4 -0.14 1.56 0.41
H5 0.25 1.04 2.08
H6 0.52 -1.12 1.38
H7 1.54 -0.09 0.67
H8 0.75 -1.97 -0.71
H9 -0.86 -1.26 -0.61
H10 0.59 -0.63 -2.71
H11 -0.08 0.77 -1.81
H12 2.35 0.62 -2.24

Results
- Lowest unoccupied orbital energy: -3.085 eV
- SMILES: CC[NH2+]CCO
- Charge: +1
- E_HOMO: -15.19 eV

***

Q: Which of them is the least stable? A: 1.

***

## 1
ORCA calculation (ωB97M-V with the def2-TZVPD basis set) on the ion C4H12NO with charge +1.

Atoms and positions in Å:
C1 -0.56 1.96 1.16
C2 -0.05 0.75 0.50
N1 -0.54 -0.59 1.33
C3 -0.43 0.41 -1.00
C4 0.51 -0.69 -1.57
O1 1.02 -1.72 -0.61
H1 -0.03 2.08 2.10
H2 -1.69 1.99 1.00
H3 -0.35 2.88 0.52
H4 1.07 0.65 0.56
H5 -0.39 -1.38 0.65
H6 0.04 -0.56 2.15
H7 -1.48 -0.32 1.73
H8 -1.40 -0.05 -1.11
H9 -0.38 1.20 -1.80
H10 0.07 -1.32 -2.31
H11 1.35 -0.32 -2.16
H12 1.90 -1.55 -0.31

Results
- Lowest unoccupied orbital energy: -3.275 eV
- SMILES: C[C@@H]([NH3+])CCO
- Charge: +1
- E_HOMO: -15.21 eV

***

## 2
ORCA calculation (ωB97M-V with the def2-TZVPD basis set) on a cluster of 3 separate species, C4H12NO in total.

Atoms and positions in Å:
C1 -0.43 -1.31 1.65
C2 0.17 -1.42 0.34
C3 -0.43 -0.91 -0.81
C4 0.07 -1.15 -2.04
N1 -1.07 2.56 0.42
H1 0.15 -1.85 2.40
H2 -1.41 -1.81 1.69
H3 0.80 -2.29 0.21
H4 -0.61 -0.31 2.06
H5 -1.36 -0.36 -0.69
H6 -0.34 -0.64 -2.90
H7 0.92 -1.80 -2.23
H8 -0.95 2.91 1.36
H9 -0.15 2.43 0.04
H10 -1.56 3.25 -0.13
H11 2.82 1.17 -0.47
H12 1.53 0.32 -0.52
O1 1.86 1.22 -0.39

Results
- Lowest unoccupied orbital energy: -7.372 eV
- Charge: +1
- E_HOMO: -13.06 eV

***

Q: Which of them is the least stable? A: 2.

***

## 1
ORCA calculation (ωB97M-V with the def2-TZVPD basis set) on a structure of composition C5H8N.

Atoms and positions in Å:
C1 -1.53 1.48 1.48
C2 -0.20 1.10 1.36
C3 -1.70 0.25 0.84
C4 -0.46 0.38 0.14
C5 1.49 -0.43 -1.35
N1 0.61 -1.00 -0.30
H1 -1.97 2.15 2.11
H2 -2.11 -0.77 1.20
H3 -0.37 0.75 -0.88
H4 0.88 0.06 -2.07
H5 1.99 0.34 -0.79
H6 2.13 -1.14 -1.75
H7 1.26 -1.33 0.54
H8 -0.01 -1.84 -0.54

Results
- Lowest unoccupied orbital energy: -4.108 eV
- Charge: +1
- E_HOMO: -13.75 eV

***

## 2
ORCA calculation (ωB97M-V with the def2-TZVPD basis set) on a cluster of 2 separate species, C5H8N in total.

Atoms and positions in Å:
C1 3.44 0.01 -0.07
C2 2.17 0.35 0.17
C3 0.11 -1.00 0.01
C4 -2.81 -0.27 0.13
C5 -1.83 0.58 -0.14
N1 1.17 -0.55 0.08
H1 4.22 0.75 0.01
H2 3.73 -0.98 -0.37
H3 1.86 1.35 0.46
H4 -0.62 -1.77 -0.06
H5 -1.42 0.68 -1.13
H6 -3.28 -0.31 1.10
H7 -3.19 -0.95 -0.61
H8 -1.49 1.30 0.59

Results
- Lowest unoccupied orbital energy: -5.152 eV
- Charge: +1
- E_HOMO: -14.53 eV

***

## 3
ORCA calculation (ωB97M-V with the def2-TZVPD basis set) on the ion C5H8N with charge +1.

Atoms and positions in Å:
C1 2.69 0.85 -0.25
N1 1.88 0.01 -0.27
C2 0.86 -0.89 -0.31
C3 -0.18 -0.41 0.82
C4 -0.98 0.75 0.32
C5 -1.89 0.50 -0.59
H1 3.54 1.44 -0.03
H2 1.17 -1.90 0.07
H3 0.37 -0.68 -1.27
H4 -0.92 -1.29 0.93
H5 0.40 0.01 1.65
H6 -0.66 1.68 0.75
H7 -2.22 -0.46 -0.80
H8 -2.42 1.33 -1.03

Results
- Lowest unoccupied orbital energy: -4.989 eV
- SMILES: C#[N+]CCC=C
- Charge: +1
- E_HOMO: -13.87 eV

***

## 4
ORCA calculation (ωB97M-V with the def2-TZVPD basis set) on the ion C5H8N with charge +1.

Atoms and positions in Å:
C1 1.00 2.26 -0.97
C2 -0.19 2.11 -0.16
C3 -0.53 0.84 0.19
N1 -0.87 -0.32 0.53
C4 -1.15 -1.48 0.80
C5 -0.32 -2.62 0.57
H1 2.06 2.05 -0.57
H2 0.84 3.29 -1.34
H3 0.91 1.65 -1.86
H4 -0.81 2.97 0.20
H5 -2.07 -1.61 1.30
H6 0.60 -2.50 0.16
H7 -0.33 -3.13 1.48
H8 -0.98 -3.17 -0.22

Results
- Lowest unoccupied orbital energy: -5.202 eV
- SMILES: CC=C=[N+]=CC
- Charge: +1
- E_HOMO: -14.40 eV

***

Q: Which of them is the least stable? A: 1.

***

## 1
ORCA calculation (ωB97M-V with the def2-TZVPD basis set) on a structure of composition C4H12NO2.

Atoms and positions in Å:
C1 0.26 -1.99 1.37
N1 -0.15 -0.63 1.05
C2 -1.66 -0.51 1.28
C3 0.27 -0.22 -0.29
C4 0.68 1.31 -0.21
O1 1.57 1.69 -1.24
H1 1.32 -1.97 1.72
H2 -0.06 -2.91 0.73
H3 -0.35 -2.29 2.39
H4 -1.84 0.11 2.17
H5 -2.15 -1.59 1.49
H6 -2.14 -0.04 0.38
H7 1.14 -0.81 -0.67
H8 -0.58 -0.37 -1.00
H9 1.26 1.40 0.79
H10 -0.36 1.77 -0.31
H11 1.02 3.05 -3.58
H12 1.06 1.83 -2.46
O2 0.74 2.19 -3.59

Results
- Lowest unoccupied orbital energy: 3.571 eV
- Charge: -1
- E_HOMO: -3.65 eV

***

## 2
ORCA calculation (ωB97M-V with the def2-TZVPD basis set) on a cluster of 2 separate species, C4H12NO2 in total.

Atoms and positions in Å:
C1 -0.46 0.72 -1.50
O1 0.85 0.95 -1.20
C2 -0.98 -0.68 -1.20
C3 -1.29 -0.95 0.25
C4 -0.27 -0.38 1.30
N1 0.87 -1.31 1.44
H1 -1.12 1.41 -0.92
H2 -0.63 0.89 -2.60
H3 -1.69 -1.12 -1.90
H4 -0.10 -1.32 -1.46
H5 -2.24 -0.51 0.60
H6 -1.48 -2.00 0.50
H7 -0.77 -0.38 2.26
H8 0.15 0.46 0.73
H9 1.45 -1.29 0.61
H10 1.48 -0.89 2.13
H11 2.83 2.30 0.48
H12 1.51 1.77 -0.15
O2 1.90 2.34 0.63

Results
- Lowest unoccupied orbital energy: 4.320 eV
- Charge: -1
- E_HOMO: -3.41 eV

***

Q: Which of them is the least stable? A: 1.

***

## 1
ORCA calculation (ωB97M-V with the def2-TZVPD basis set) on a cluster of 2 separate species, C4H12NO2 in total.

Atoms and positions in Å:
C1 2.57 0.87 -0.43
C2 1.47 1.58 0.38
N1 0.13 1.07 0.19
C3 -0.19 -0.07 1.06
C4 -1.42 -0.76 0.54
O1 -1.17 -1.30 -0.72
H1 3.04 1.52 -1.17
H2 3.36 0.40 0.18
H3 2.16 0.04 -1.02
H4 1.50 2.64 0.10
H5 1.71 1.57 1.43
H6 -0.10 0.82 -0.76
H7 0.65 -0.77 1.04
H8 -0.23 0.31 2.10
H9 -2.24 -0.01 0.47
H10 -1.76 -1.53 1.26
H11 -2.77 -1.67 -1.03
H12 -3.14 -2.56 -2.18
O2 -3.58 -2.13 -1.43

Results
- Lowest unoccupied orbital energy: 3.901 eV
- Charge: -1
- E_HOMO: -3.08 eV

***

## 2
ORCA calculation (ωB97M-V with the def2-TZVPD basis set) on a cluster of 2 separate species, C4H12NO2 in total.

Atoms and positions in Å:
C1 -0.53 -0.09 -1.84
O1 -1.64 -0.48 -1.09
C2 -0.11 1.37 -1.62
C3 1.09 1.55 -0.69
H1 0.32 -0.75 -1.61
H2 -0.79 -0.24 -2.89
H3 -1.40 -0.39 -0.08
H4 0.11 1.84 -2.59
H5 -0.97 1.89 -1.21
H6 2.00 1.19 -1.18
H7 1.25 2.60 -0.44
H8 0.93 0.99 0.23
N1 0.82 -1.23 2.51
C4 -0.43 -1.43 1.72
O2 -0.92 -0.24 1.31
H9 0.60 -0.44 3.13
H10 1.01 -2.04 3.11
H11 -0.16 -2.10 0.88
H12 -1.16 -1.99 2.35

Results
- Lowest unoccupied orbital energy: 4.334 eV
- Charge: -1
- E_HOMO: -3.39 eV

***

## 3
ORCA calculation (ωB97M-V with the def2-TZVPD basis set) on a cluster of 2 separate species, C4H12NO2 in total.

Atoms and positions in Å:
C1 -2.20 1.17 -0.28
C2 -1.14 0.53 0.61
N1 -0.53 -0.69 -0.03
C3 0.85 -0.41 -0.46
C4 1.12 0.84 -1.31
O1 2.45 0.97 -1.52
H1 -3.00 1.56 0.29
H2 -1.80 1.91 -0.94
H3 -2.70 0.40 -0.87
H4 -1.50 0.17 1.58
H5 -0.36 1.26 0.75
H6 -1.13 -0.84 -0.83
H7 1.53 -0.43 0.40
H8 1.24 -1.23 -1.08
H9 0.74 1.78 -0.83
H10 0.48 0.74 -2.23
H11 0.56 -1.57 2.01
H12 -0.75 -2.19 1.81
O2 -0.03 -2.18 2.47

Results
- Lowest unoccupied orbital energy: 3.735 eV
- Charge: -1
- E_HOMO: -2.36 eV

***

Q: Which of them is the least stable? A: 3.

***

## 1
ORCA calculation (ωB97M-V with the def2-TZVPD basis set) on a cluster of 2 separate species, C4H12NO2 in total.

Atoms and positions in Å:
C1 -0.02 1.38 -2.09
N1 0.93 0.50 -1.45
C2 1.20 0.83 0.02
C3 0.74 -0.27 0.96
C4 -0.77 0.02 1.39
O1 -1.31 -1.01 2.15
H1 -1.06 1.34 -1.76
H2 -0.01 1.13 -3.16
H3 0.33 2.42 -1.95
H4 0.49 -0.38 -1.21
H5 0.91 1.79 0.41
H6 2.31 0.75 0.03
H7 0.71 -1.21 0.39
H8 1.28 -0.53 1.87
H9 -0.69 0.95 1.97
H10 -1.35 0.03 0.46
H11 -1.53 -1.98 1.27
H12 -0.64 -3.10 0.33
O2 -1.51 -2.69 0.36

Results
- Lowest unoccupied orbital energy: 3.947 eV
- Charge: -1
- E_HOMO: -3.52 eV

***

## 2
ORCA calculation (ωB97M-V with the def2-TZVPD basis set) on a cluster of 2 separate species, C4H12NO2 in total.

Atoms and positions in Å:
C1 0.42 -2.50 0.92
C2 0.39 -1.17 0.12
C3 1.26 -1.19 -1.12
C4 0.87 0.04 -2.06
O1 -0.42 0.22 -2.21
N1 0.64 -0.05 1.07
H1 -0.29 -3.19 0.44
H2 -0.03 -2.26 1.88
H3 1.39 -2.98 1.02
H4 -0.64 -0.97 -0.18
H5 1.06 -2.10 -1.69
H6 2.32 -1.21 -0.83
H7 1.47 -0.25 -3.00
H8 1.37 0.96 -1.64
H9 0.10 0.73 0.70
H10 1.62 0.16 1.10
H11 -3.76 5.14 2.60
H12 -3.83 5.01 1.08
O2 -3.93 5.63 1.79

Results
- Lowest unoccupied orbital energy: 3.013 eV
- Charge: -1
- E_HOMO: -2.49 eV

***

Q: Which of them is the least stable? A: 1.